A molecular structure, C12H30F12Li3N6O32P2S12, computed with the ωB97M-V functional and the def2-TZVPD basis.

Cartesian coordinates (Å):
O: 0.44 -1.64 0.26
C: 6.13 1.67 -0.64
H: 6.80 0.57 -2.44
N: -1.44 -5.88 -0.31
H: 7.42 -2.82 -1.20
C: 5.78 -2.41 0.09
O: -1.83 -6.75 -2.76
F: -1.22 3.02 0.26
S: -0.62 0.38 2.11
P: -0.34 0.66 -3.58
C: -1.35 2.91 -4.55
C: 3.21 -0.82 2.54
S: -0.96 -1.49 0.75
H: 3.64 -0.57 -2.68
C: 6.93 1.50 -1.88
H: 3.35 0.95 3.33
O: -0.99 -0.30 -4.76
O: 5.53 -1.04 0.24
H: -0.40 4.94 -4.34
H: 7.97 1.70 -1.63
C: -1.08 -1.69 -4.61
C: -1.84 -2.43 -5.75
H: 6.01 2.75 -0.53
H: 4.68 -0.09 3.86
H: -0.56 4.27 -2.83
S: -0.30 -5.06 -1.35
H: -2.16 2.40 -4.03
O: -1.09 0.64 -2.27
O: -1.00 2.24 6.61
H: 2.15 -0.97 -1.82
O: 0.68 0.89 1.64
S: -4.64 3.14 -0.55
N: -0.57 4.35 4.95
P: 6.22 -0.03 1.36
O: 6.99 -0.73 2.39
C: 2.92 -0.21 -1.95
Li: -2.02 -4.81 1.27
H: 3.84 -1.62 2.15
O: -3.71 -5.47 -1.61
F: -5.26 3.03 2.71
O: -6.07 -0.74 -1.99
H: 5.17 -2.79 -0.73
Li: -3.53 0.68 1.21
S: -5.12 -2.58 0.44
H: -0.08 -2.10 -4.49
H: 7.39 -3.95 0.16
S: -2.43 -6.23 -1.50
S: -4.15 -0.30 4.04
O: -4.55 3.24 -1.99
F: -3.47 -1.46 3.12
O: 1.86 4.60 4.75
O: -5.28 -1.07 4.58
H: -1.37 -1.90 -3.58
O: 0.67 3.97 7.38
O: 5.00 0.81 2.00
S: -2.66 3.74 0.46
H: -1.97 4.73 -3.30
H: 2.70 1.78 -2.87
O: -0.77 -3.91 -2.12
O: -6.00 1.90 4.66
O: -0.26 2.13 -4.21
H: -1.30 -2.35 -6.69
N: -4.71 -0.87 0.18
C: -1.09 4.31 -3.78
H: 2.60 -0.74 1.63
C: 7.20 -2.92 -0.14
H: -1.56 2.92 -5.62
O: -6.28 -3.07 -0.23
H: 6.58 2.21 -2.64
O: 0.75 -5.87 -1.82
H: 5.41 -2.87 1.00
H: 1.48 1.37 -1.67
F: 0.40 3.95 3.11
Li: -2.22 0.92 -0.54
H: -2.08 -3.42 -5.35
O: -1.48 -2.68 1.47
O: -0.53 -0.38 3.35
O: -2.55 3.93 1.92
F: -2.87 -7.51 -0.62
F: -5.78 -2.44 1.88
H: -2.81 -1.94 -5.85
F: -1.71 4.55 7.07
S: -4.80 -1.24 -1.37
H: 3.34 -0.07 -0.95
H: 8.00 -2.39 0.37
O: -3.59 2.60 4.24
H: 2.62 -1.34 3.29
F: -5.88 2.16 -0.34
N: -3.54 2.26 0.14
O: 6.86 1.07 0.39
N: -4.72 0.72 2.84
H: 5.18 1.20 -0.90
S: 0.71 3.74 4.65
S: -4.81 1.91 3.85
F: -1.42 1.68 2.65
O: -5.19 4.30 0.23
O: -2.59 4.85 -0.49
C: 4.14 0.27 2.99
O: 1.21 0.30 -3.50
S: -0.48 3.63 6.55
C: 2.10 0.96 -2.46
O: -4.13 -2.29 -2.04
F: -1.84 -1.53 -0.60
O: -2.96 0.04 4.87
N: -1.68 0.03 1.07
O: 0.93 2.26 4.80
O: -3.97 -3.47 0.65
F: 0.49 -4.44 -0.15
F: -3.78 -0.07 -1.90

Summary:
**Gap between HOMO and LUMO**: 7.11 eV
**Total charge**: -3
**E**: -269215.551 eV
**Maximum force**: 12.479 eV Å⁻¹